ORCA calculation (ωB97M-V/def2-TZVPD) on a 2-piece molecular cluster, C2H3N2O2 overall.

Each atom is followed by the atoms it is bonded to, with distances in Å.
CARTESIAN COORDINATES (ANGSTROEM)
1 C 1.14 -0.06 -0.33  C2 1.359, N3 1.162
2 C 0.64 1.15 0.05  C1 1.359, N4 1.171
3 N 2.06 -0.67 0.02  C1 1.162, O5 1.152
4 N -0.06 2.04 0.36  C2 1.171
5 O 2.74 -1.55 0.33  N3 1.152
6 O -1.64 -0.48 -0.02  H7 0.944, H8 1.087, H9 1.102
7 H -0.73 -0.34 -0.23  O6 0.944
8 H -1.81 0.34 0.67  O6 1.087
9 H -2.36 -0.43 -0.85  O6 1.102

Total charge: +1
2S+1: 1
Orbital gap (eV): 9.77
DFT total energy (eV): -9184.265
Relative energy (zero: lowest compared OMol25 entry of this formula, charge and spin) (kcal/mol): 139.7

ORCA calculation (ωB97M-V/def2-TZVPD) on a 7-piece molecular cluster, H14O7 overall.

Each atom is followed by the atoms it is bonded to, with distances in Å.
CARTESIAN COORDINATES (ANGSTROEM)
1 O 1.70 0.57 0.58  H2 0.973, H3 0.962
2 H 1.65 -0.39 0.70  O1 0.973
3 H 1.40 0.98 1.40  O1 0.962
4 O -1.17 3.10 1.82  H5 0.961, H6 0.967
5 H -1.89 3.73 1.92  O4 0.961
6 H -1.58 2.30 1.48  O4 0.967
7 O -1.55 0.23 1.56  H8 0.968, H9 0.964
8 H -1.16 0.02 0.70  O7 0.968
9 H -1.01 -0.31 2.15  O7 0.964
10 O 1.69 -2.31 1.05  H11 0.963, H12 0.979
11 H 1.15 -2.43 1.83  O10 0.963
12 H 1.13 -2.55 0.28  O10 0.979
13 O -1.69 -0.25 -1.54  H14 0.963, H15 0.974
14 H -2.17 -0.27 -2.37  O13 0.963
15 H -0.92 0.31 -1.73  O13 0.974
16 O 0.27 -2.30 -1.47  H17 0.966, H18 0.977
17 H 0.99 -1.67 -1.62  O16 0.966
18 H -0.50 -1.72 -1.32  O16 0.977
19 O 0.82 0.93 -1.99  H20 0.977, H21 0.962
20 H 1.01 0.98 -1.03  O19 0.977
21 H 1.69 0.87 -2.39  O19 0.962

SMILES: O.O.O.O.O.O.O
2S+1: 1
Orbital gap (eV): 11.30
DFT total energy (eV): -14560.602
Relative energy (zero: lowest compared OMol25 entry of this formula, charge and spin) (kcal/mol): 19.8

ORCA calculation (ωB97M-V/def2-TZVPD) on one molecule with the formula C5H10O.

Each atom is followed by the atoms it is bonded to, with distances in Å.
CARTESIAN COORDINATES (ANGSTROEM)
1 C 2.75 0.18 -0.16  C2 1.377, H7 1.079, H8 1.146
2 C 1.65 -0.59 0.17  C1 1.377, C3 1.487, H9 1.101
3 C 0.34 -0.45 -0.51  C2 1.487, C4 1.515, H10 1.124, H11 1.083
4 C -0.54 0.32 0.46  C3 1.515, C5 1.522, H12 1.088, H13 1.065
5 C -1.93 0.56 -0.11  C4 1.522, O6 1.451, H14 1.172, H15 1.082
6 O -2.76 -0.63 -0.22  C5 1.451, H16 1.051
7 H 3.75 0.05 0.21  C1 1.079
8 H 2.56 0.97 -0.96  C1 1.146
9 H 1.74 -1.35 0.97  C2 1.101
10 H 0.53 0.14 -1.44  C3 1.124
11 H -0.25 -1.34 -0.69  C3 1.083
12 H -0.60 -0.25 1.38  C4 1.088
13 H -0.13 1.24 0.82  C4 1.065
14 H -2.60 1.29 0.52  C5 1.172
15 H -1.96 1.02 -1.09  C5 1.082
16 H -2.54 -1.16 0.66  O6 1.051

SMILES: C=CCCCO
2S+1: 1
Orbital gap (eV): 10.36
DFT total energy (eV): -7393.005
Relative energy (zero: lowest compared OMol25 entry of this formula, charge and spin) (kcal/mol): 40.6

ORCA calculation (ωB97M-V/def2-TZVPD) on a 8-piece molecular cluster, C25H59IN7O10P overall.

Each atom is followed by the atoms it is bonded to, with distances in Å.
CARTESIAN COORDINATES (ANGSTROEM)
1 O -2.09 1.90 2.63  C2 1.256
2 C -2.54 1.48 1.53  O1 1.256, O3 1.256, P4 1.963
3 O -2.36 2.05 0.43  C2 1.256
4 P -3.58 -0.18 1.56  C2 1.963, I5 2.674, C6 1.917, H10 1.468, H11 1.467, H12 1.447
5 I -2.00 -1.26 3.43  P4 2.674
6 C -4.79 0.40 0.20  P4 1.917, C7 1.534, H13 1.081, H14 1.087
7 C -6.23 -0.10 0.35  C6 1.534, C8 1.543, H15 1.093, H16 1.087
8 C -7.07 0.59 1.45  C7 1.543, O9 1.405, H17 1.097, H18 1.093
9 O -6.42 1.69 2.03  C8 1.405, H19 0.959
10 H -2.66 -0.74 0.56  P4 1.468
11 H -4.31 -1.46 1.59  P4 1.467
12 H -4.38 0.33 2.65  P4 1.447
13 H -4.83 1.48 0.08  C6 1.081
14 H -4.42 0.01 -0.75  C6 1.087
15 H -6.75 0.11 -0.58  C7 1.093
16 H -6.28 -1.18 0.48  C7 1.087
17 H -8.01 0.94 1.00  C8 1.097
18 H -7.36 -0.17 2.18  C8 1.093
19 H -6.87 1.87 2.86  O9 0.959
20 C -9.39 -0.27 4.77  C21 1.510, H25 1.085, H26 1.090, H27 1.092
21 C -8.95 1.17 4.92  C20 1.510, O22 1.216, N23 1.363
22 O -8.65 1.85 3.96  C21 1.216
23 N -8.89 1.69 6.18  C21 1.363, C24 1.448, H28 1.007
24 C -9.20 1.03 7.44  N23 1.448, H29 1.093, H30 1.092, H31 1.084
25 H -9.37 -0.52 3.72  C20 1.085
26 H -8.70 -0.93 5.30  C20 1.090
27 H -10.40 -0.40 5.16  C20 1.092
28 H -8.58 2.65 6.21  N23 1.007
29 H -10.01 1.57 7.94  C24 1.093
30 H -8.32 1.04 8.08  C24 1.092
31 H -9.51 0.01 7.27  C24 1.084
32 C 0.15 0.69 -0.51  C33 1.504, H37 1.085, H38 1.092, H39 1.089
33 C 0.69 -0.36 -1.46  C32 1.504, O34 1.224, N35 1.364
34 O 0.42 -1.55 -1.38  C33 1.224
35 N 1.52 0.04 -2.46  C33 1.364, C36 1.451, H40 1.009
36 C 2.00 1.37 -2.78  N35 1.451, H41 1.095, H42 1.078, H43 1.086
37 H -0.49 0.22 0.22  C32 1.085
38 H 0.98 1.18 0.01  C32 1.092
39 H -0.43 1.43 -1.05  C32 1.089
40 H 1.82 -0.73 -3.04  N35 1.009
41 H 1.70 1.62 -3.80  C36 1.095
42 H 3.08 1.37 -2.74  C36 1.078
43 H 1.61 2.12 -2.10  C36 1.086
44 C -0.29 3.96 3.61  C45 1.509, H49 1.082, H50 1.092, H51 1.088
45 C 0.86 4.32 4.52  C44 1.509, O46 1.226, N47 1.368
46 O 0.89 4.06 5.72  C45 1.226
47 N 1.93 4.97 3.95  C45 1.368, C48 1.444, H52 1.009
48 C 2.09 5.35 2.57  N47 1.444, H53 1.093, H54 1.096, H55 1.085
49 H -1.06 3.45 4.17  C44 1.082
50 H -0.71 4.87 3.18  C44 1.092
51 H 0.03 3.29 2.81  C44 1.088
52 H 2.67 5.19 4.59  N47 1.009
53 H 2.98 4.88 2.15  C48 1.093
54 H 2.21 6.44 2.50  C48 1.096
55 H 1.22 5.06 1.98  C48 1.085
56 C 4.94 8.29 4.56  C57 1.511, H61 1.085, H62 1.091, H63 1.091
57 C 5.08 6.96 5.25  C56 1.511, O58 1.215, N59 1.362
58 O 4.63 5.93 4.77  C57 1.215
59 N 5.74 6.93 6.44  C57 1.362, C60 1.449, H64 1.008
60 C 6.33 8.03 7.17  N59 1.449, H65 1.092, H66 1.092, H67 1.084
61 H 4.40 8.15 3.63  C56 1.085
62 H 4.38 8.99 5.18  C56 1.091
63 H 5.92 8.71 4.33  C56 1.091
64 H 5.79 6.01 6.84  N59 1.008
65 H 7.40 7.84 7.30  C60 1.092
66 H 5.87 8.12 8.15  C60 1.092
67 H 6.21 8.97 6.63  C60 1.084
68 C 1.46 -5.75 -4.43  C69 1.515, H73 1.087, H74 1.090, H75 1.091
69 C 1.29 -4.38 -3.83  C68 1.515, O70 1.230, N71 1.346
70 O 1.93 -3.41 -4.24  C69 1.230
71 N 0.39 -4.26 -2.82  C69 1.346, C72 1.449, H76 1.014
72 C -0.44 -5.29 -2.24  N71 1.449, H77 1.091, H78 1.090, H79 1.086
73 H 2.21 -5.69 -5.22  C68 1.087
74 H 1.81 -6.47 -3.69  C68 1.090
75 H 0.52 -6.10 -4.87  C68 1.091
76 H 0.30 -3.32 -2.44  N71 1.014
77 H -1.49 -5.02 -2.35  C72 1.091
78 H -0.21 -5.38 -1.18  C72 1.090
79 H -0.26 -6.25 -2.72  C72 1.086
80 C 6.24 1.64 -5.98  C81 1.513, H85 1.085, H86 1.091, H87 1.091
81 C 5.04 1.05 -5.26  C80 1.513, O82 1.217, N83 1.360
82 O 4.60 1.54 -4.24  C81 1.217
83 N 4.46 -0.05 -5.80  C81 1.360, C84 1.449, H88 1.009
84 C 4.83 -0.77 -7.01  N83 1.449, H89 1.092, H90 1.091, H91 1.085
85 H 6.59 2.50 -5.43  C80 1.085
86 H 7.05 0.91 -6.03  C80 1.091
87 H 5.97 1.95 -6.99  C80 1.091
88 H 3.67 -0.39 -5.27  N83 1.009
89 H 3.99 -0.77 -7.71  C84 1.092
90 H 5.07 -1.80 -6.75  C84 1.091
91 H 5.69 -0.31 -7.48  C84 1.085
92 C 4.23 -8.58 -5.61  C93 1.511, H97 1.085, H98 1.091, H99 1.091
93 C 3.05 -9.30 -4.99  C92 1.511, O94 1.215, N95 1.364
94 O 2.59 -8.97 -3.92  C93 1.215
95 N 2.51 -10.34 -5.69  C93 1.364, C96 1.450, H100 1.007
96 C 2.92 -10.86 -6.98  N95 1.450, H101 1.092, H102 1.092, H103 1.084
97 H 4.54 -7.78 -4.93  C92 1.085
98 H 5.07 -9.27 -5.74  C92 1.091
99 H 3.96 -8.14 -6.56  C92 1.091
100 H 1.73 -10.77 -5.23  N95 1.007
101 H 2.10 -10.79 -7.69  C96 1.092
102 H 3.20 -11.92 -6.87  C96 1.092
103 H 3.77 -10.32 -7.37  C96 1.084

Total charge: -2
2S+1: 1
Orbital gap (eV): 2.11
DFT total energy (eV): -75177.325

ORCA calculation (ωB97M-V/def2-TZVPD) on one molecule with the formula C5H12O.

Each atom is followed by the atoms it is bonded to, with distances in Å.
CARTESIAN COORDINATES (ANGSTROEM)
1 C -2.19 -0.07 -0.23  O2 1.360, H7 1.082, H8 1.087, H9 1.052
2 O -0.91 -0.10 -0.70  C1 1.360, C3 1.457
3 C 0.36 0.01 0.00  O2 1.457, C4 1.525, C5 1.551, C6 1.496
4 C 0.55 -1.32 0.73  C3 1.525, H10 1.120, H11 1.107, H12 1.167
5 C 1.43 0.07 -1.12  C3 1.551, H13 1.111, H14 1.077, H15 1.149
6 C 0.37 1.30 0.75  C3 1.496, H16 1.099, H17 1.106, H18 1.115
7 H -2.07 -0.09 0.85  C1 1.082
8 H -2.74 -0.81 -0.80  C1 1.087
9 H -2.68 0.84 -0.43  C1 1.052
10 H -0.01 -2.09 0.15  C4 1.120
11 H 0.19 -1.33 1.78  C4 1.107
12 H 1.67 -1.62 0.69  C4 1.167
13 H 1.37 -0.89 -1.68  C5 1.111
14 H 2.42 0.26 -0.75  C5 1.077
15 H 1.18 0.88 -1.90  C5 1.149
16 H -0.59 1.64 1.16  C6 1.099
17 H 0.54 2.04 -0.06  C6 1.106
18 H 1.13 1.28 1.56  C6 1.115

SMILES: COC(C)(C)C
2S+1: 1
Orbital gap (eV): 10.21
DFT total energy (eV): -7425.725
Relative energy (zero: lowest compared OMol25 entry of this formula, charge and spin) (kcal/mol): 36.6

Number 1: largest force on an atom 0.1191 Eh/bohr. Number 2: largest force on an atom 0.0121 Eh/bohr. Number 3: largest force on an atom 0.0716 Eh/bohr. Number 4: largest force on an atom 0.0563 Eh/bohr. Number 5: largest force on an atom 0.0799 Eh/bohr.